Molecular formula: C56H161N7O28
Method: DFT, ωB97M-V/def2-TZVPD

Element x y z (Å)
C  9.2417  0.6531  0.0834
O  7.9284  1.0291  0.5083
H  9.9046  1.5122  0.1868
H  9.7292  -0.1450  0.6434
H  9.1136  0.2516  -0.9218
H  7.5930  0.2980  1.0323
C  0.3772  3.1975  -4.1602
O  -0.6701  4.0354  -3.8297
H  0.2538  3.0042  -5.2258
H  1.3320  3.6849  -3.9626
H  0.3641  2.2075  -3.7043
H  -1.4117  3.4430  -3.6855
C  -4.0225  2.8545  -3.0862
O  -2.7440  2.3589  -3.5176
H  -4.8238  2.7621  -3.8192
H  -4.3052  2.3719  -2.1506
H  -3.9586  3.9231  -2.8811
H  -2.8393  1.5043  -3.9444
C  0.0999  2.1481  3.3955
O  -0.1236  2.6070  4.7155
H  0.5785  2.9905  2.8962
H  0.7547  1.2845  3.2792
H  -0.7829  1.8950  2.8084
H  -0.4251  3.5107  4.5970
C  -2.0673  4.0153  -0.5369
O  -1.3039  3.7754  0.6547
H  -2.4348  3.0882  -0.9768
H  -2.9848  4.5459  -0.2824
H  -1.4394  4.5694  -1.2346
H  -0.8525  2.9513  0.4582
C  4.0819  -1.0595  1.1144
O  4.5484  -2.3247  1.4528
H  3.0765  -0.9393  1.5179
H  4.6744  -0.3029  1.6288
H  4.0890  -0.9497  0.0300
H  3.7654  -2.8607  1.5980
C  2.2197  -1.2147  -3.3883
O  2.0702  0.0916  -3.7677
H  1.5330  -1.8775  -3.9149
H  3.2221  -1.5082  -3.7000
H  2.1457  -1.3959  -2.3160
H  2.7932  0.6467  -3.4665
C  4.6802  2.5687  -3.3685
O  4.0051  1.5961  -2.5299
H  4.3736  2.4350  -4.4059
H  4.3825  3.5252  -2.9388
H  5.7626  2.4567  -3.4321
H  4.0223  1.8493  -1.6040
C  1.3497  5.7202  0.1420
O  2.0854  6.6023  -0.6789
H  0.4706  6.1850  0.5885
H  0.9674  4.8553  -0.4000
H  1.9859  5.3458  0.9441
H  1.5425  6.7635  -1.4541
C  3.2463  3.4951  4.6062
O  2.7375  2.9908  5.8185
H  3.3922  2.6478  3.9362
H  2.6083  4.2335  4.1205
H  4.2142  3.9586  4.7968
H  1.9298  2.4983  5.6549
C  5.6672  5.8675  2.9103
O  6.6189  5.2518  3.7355
H  4.7035  5.7281  3.4000
H  5.8474  6.9067  2.6350
H  5.5075  5.2790  2.0068
H  7.1191  4.5986  3.2407
C  8.8794  2.9025  3.1570
O  8.0278  3.3417  2.1195
H  9.1196  3.6661  3.8968
H  8.3205  2.1059  3.6482
H  9.8090  2.5172  2.7381
H  7.8511  2.6101  1.5234
C  -0.4809  -1.7158  2.5651
O  0.4547  -1.5194  1.5085
H  -0.1080  -2.4672  3.2612
H  -0.7330  -0.7545  3.0129
H  -1.4443  -2.0957  2.2253
H  0.5784  -2.3344  1.0165
C  -5.4004  -4.2959  -0.0405
O  -5.6649  -3.5203  1.1563
H  -4.9351  -3.7266  -0.8453
H  -4.7420  -5.1478  0.1293
H  -6.3545  -4.6792  -0.4022
H  -5.0781  -3.8538  1.8389
C  7.9268  3.2191  -1.9442
O  7.6969  4.4052  -2.7046
C  8.9017  4.8185  -3.4400
C  8.4458  6.0493  -4.2841
N  7.2246  5.6750  -5.0234
C  6.4019  6.8212  -5.4637
C  4.9054  6.3555  -5.5508
O  4.3862  6.0212  -4.2697
C  2.9673  5.7542  -4.2690
H  7.0884  2.9362  -1.3077
H  8.7206  3.2904  -1.2006
H  8.2728  2.4311  -2.6132
H  9.3108  3.9901  -4.0183
H  9.6671  5.1974  -2.7628
H  9.2158  6.3848  -4.9789
H  8.1988  6.8567  -3.5947
H  6.6281  5.2266  -4.3427
H  6.7381  7.1180  -6.4572
H  6.5256  7.6651  -4.7850
H  4.8127  5.4438  -6.1409
H  4.3300  7.1977  -5.9353
H  2.6865  5.0885  -5.0852
H  2.3997  6.6781  -4.3800
H  2.7428  5.3139  -3.2975
C  4.7787  -6.8338  0.8254
O  3.6757  -7.5571  1.1971
C  3.5751  -8.8576  0.6353
C  2.1858  -9.4517  1.0770
N  1.1053  -8.6493  0.4752
C  -0.2568  -8.9627  0.9997
C  -1.2877  -7.9537  0.5873
O  -0.9733  -6.6769  1.0865
C  -1.9341  -5.6865  0.7286
H  5.6947  -7.4090  0.9602
H  4.7570  -5.9738  1.4948
H  4.6652  -6.6963  -0.2499
H  4.3921  -9.4704  1.0163
H  3.7104  -8.8056  -0.4450
H  2.0271  -9.4578  2.1553
H  1.9988  -10.4328  0.6406
H  1.2100  -7.6551  0.6191
H  -0.4086  -9.0238  2.0774
H  -0.4528  -9.9506  0.5830
H  -2.2256  -8.2762  1.0395
H  -1.3857  -7.9360  -0.4982
H  -1.6719  -4.7857  1.2835
H  -2.9116  -6.0163  1.0805
H  -1.9168  -5.4953  -0.3443
C  3.2291  -0.2363  4.6616
O  2.4730  -1.4272  4.3758
C  3.1993  -2.6210  4.5993
C  2.4953  -3.7637  3.9363
N  2.4090  -3.6065  2.5018
C  1.7588  -4.7388  1.7863
C  1.6167  -4.6326  0.2178
O  0.6327  -3.6346  -0.0570
C  0.1988  -3.5812  -1.3878
H  2.4646  0.5390  4.6123
H  3.9090  -0.0477  3.8307
H  3.8698  -0.2037  5.5428
H  3.2791  -2.7892  5.6733
H  4.1765  -2.5852  4.1176
H  1.5101  -3.9577  4.3605
H  3.1351  -4.6380  4.0559
H  1.9321  -2.7254  2.3733
H  0.7216  -4.8483  2.1032
H  2.2319  -5.6849  2.0492
H  1.2069  -5.5634  -0.1746
H  2.5564  -4.3636  -0.2645
H  -0.1282  -4.5394  -1.7917
H  1.0541  -3.2721  -1.9886
H  -0.5728  -2.8492  -1.6262
C  -6.5719  -1.8311  7.6173
O  -5.7029  -1.2821  6.5790
C  -5.7750  -1.8813  5.2762
C  -4.9879  -1.1524  4.1701
N  -5.4735  0.2128  3.9982
C  -4.5802  1.0969  3.3073
C  -5.0317  2.5138  3.0298
O  -5.1386  3.2951  4.2518
C  -5.9360  4.5000  4.0153
H  -6.4671  -1.1878  8.4910
H  -6.3103  -2.8554  7.8825
H  -7.6116  -1.8540  7.2908
H  -6.8073  -1.9619  4.9357
H  -5.4676  -2.9269  5.2647
H  -5.1342  -1.6785  3.2267
H  -3.9206  -1.1101  4.3873
H  -5.6273  0.6725  4.8842
H  -4.3477  0.6175  2.3564
H  -3.6466  1.2007  3.8602
H  -5.9615  2.5489  2.4622
H  -4.3105  3.0503  2.4132
H  -6.9814  4.3685  3.7363
H  -5.4984  5.1045  3.2208
H  -5.9555  5.0541  4.9538
C  4.7095  2.4979  0.9029
O  3.7610  1.9013  0.0683
C  2.4640  1.8339  0.6739
C  1.4824  1.3700  -0.4147
N  0.1683  1.0585  0.1382
C  -0.7262  0.7743  -1.0061
C  -2.2167  0.3222  -0.5883
O  -2.2336  -0.9893  0.0273
C  -3.5020  -1.5044  0.2585
H  5.6864  2.5350  0.4208
H  4.7628  1.9996  1.8708
H  4.4649  3.5251  1.1734
H  2.0867  2.7847  1.0504
H  2.4813  1.1506  1.5230
H  1.9212  0.5410  -0.9700
H  1.4096  2.2300  -1.0803
H  0.2259  0.2436  0.7321
H  -0.3020  -0.1151  -1.4721
H  -0.7919  1.5639  -1.7546
H  -2.7272  0.3808  -1.5496
H  -2.8321  1.0141  -0.0133
H  -3.4332  -2.5018  0.6926
H  -4.0826  -1.6446  -0.6532
H  -4.1069  -0.8615  0.8980
C  -9.7508  -2.8680  4.5855
O  -9.8157  -2.6258  3.1399
C  -8.6607  -2.1120  2.5830
C  -8.9029  -2.0236  1.0363
N  -7.7596  -1.5606  0.2022
C  -7.3739  -0.2110  0.5575
C  -6.3878  0.3269  -0.4864
O  -6.9453  1.3874  -1.2709
C  -7.9267  1.0857  -2.2239
H  -8.9636  -3.5962  4.7807
H  -10.6402  -3.4107  4.9058
H  -9.7203  -1.9727  5.2064
H  -7.8846  -2.8297  2.8485
H  -8.4037  -1.1678  3.0632
H  -9.7668  -1.4695  0.6690
H  -9.1176  -3.0531  0.7495
H  -6.9577  -2.1000  0.4953
H  -6.8571  -0.2270  1.5171
H  -8.2472  0.4397  0.6034
H  -6.0418  -0.4801  -1.1324
H  -5.5777  0.7588  0.1011
H  -7.5794  0.7023  -3.1833
H  -8.4425  1.9900  -2.5469
H  -8.6256  0.3529  -1.8208
C  -7.4953  -0.1348  -6.5449
O  -6.0764  -0.1505  -6.7452
C  -5.3031  0.0343  -5.5164
C  -3.8084  0.0404  -5.9461
N  -2.9354  -0.2087  -4.7729
C  -1.5037  -0.0888  -5.1407
C  -0.9049  -1.3987  -5.6600
O  -0.7243  -2.3072  -4.6588
C  -0.3182  -3.6056  -5.1398
H  -7.8013  0.8290  -6.1381
H  -7.8840  -0.9803  -5.9772
H  -7.9243  -0.2540  -7.5399
H  -5.4230  -0.8084  -4.8354
H  -5.6618  0.9451  -5.0370
H  -3.5450  0.9422  -6.4988
H  -3.7122  -0.7382  -6.7029
H  -3.1067  -1.1120  -4.3548
H  -0.9160  0.1539  -4.2554
H  -1.3970  0.7404  -5.8400
H  0.0375  -1.3676  -6.2070
H  -1.5259  -1.7769  -6.4720
H  0.5256  -3.5279  -5.8255
H  -1.0615  -4.0375  -5.8099
H  -0.1332  -4.3250  -4.3421

Results
Orbital gap, eV: 8.721
Charge: 0
Highest occupied orbital energy, eV: -8.61
LUMO, eV: 0.11

Atomic partial charges in e from the Mulliken method, atoms 1 to 99: number 1, C, carries -0.902; number 2, O, carries -0.142; number 3, H, carries 0.286; number 4, H, carries 0.356; number 5, H, carries 0.272; number 6, H, carries 0.181; number 7, C, carries 0.694; number 8, O, carries -0.539; number 9, H, carries 0.402; number 10, H, carries -0.714; number 11, H, carries -0.271; number 12, H, carries 0.570; number 13, C, carries -0.643; number 14, O, carries -0.438; number 15, H, carries 0.291; number 16, H, carries 0.037; number 17, H, carries 0.431; number 18, H, carries 0.277; number 19, C, carries 0.455; number 20, O, carries -0.661; number 21, H, carries 0.348; number 22, H, carries -0.478; number 23, H, carries -0.174; number 24, H, carries 0.417; number 25, C, carries -0.288; number 26, O, carries -0.572; number 27, H, carries -0.303; number 28, H, carries 0.467; number 29, H, carries 0.306; number 30, H, carries 0.137; number 31, C, carries 0.460; number 32, O, carries -0.727; number 33, H, carries -0.367; number 34, H, carries 0.050; number 35, H, carries 0.214; number 36, H, carries 0.109; number 37, C, carries 0.264; number 38, O, carries -0.207; number 39, H, carries -0.313; number 40, H, carries 0.490; number 41, H, carries -0.206; number 42, H, carries 0.370; number 43, C, carries -0.740; number 44, O, carries -0.688; number 45, H, carries 0.550; number 46, H, carries 0.274; number 47, H, carries 0.186; number 48, H, carries 0.348; number 49, C, carries 0.033; number 50, O, carries -0.580; number 51, H, carries 0.376; number 52, H, carries -0.157; number 53, H, carries 0.044; number 54, H, carries 0.313; number 55, C, carries -0.162; number 56, O, carries -0.590; number 57, H, carries -0.012; number 58, H, carries 0.186; number 59, H, carries 0.288; number 60, H, carries 0.351; number 61, C, carries -0.266; number 62, O, carries -0.538; number 63, H, carries 0.154; number 64, H, carries 0.349; number 65, H, carries -0.004; number 66, H, carries 0.503; number 67, C, carries -0.796; number 68, O, carries -0.526; number 69, H, carries 0.313; number 70, H, carries 0.317; number 71, H, carries 0.278; number 72, H, carries 0.298; number 73, C, carries -0.237; number 74, O, carries 1.356; number 75, H, carries 0.379; number 76, H, carries 0.026; number 77, H, carries -0.561; number 78, H, carries -0.252; number 79, C, carries -0.708; number 80, O, carries -0.495; number 81, H, carries 0.278; number 82, H, carries 0.259; number 83, H, carries 0.300; number 84, H, carries 0.288; number 85, C, carries -0.703; number 86, O, carries -0.240; number 87, C, carries -0.647; number 88, C, carries -0.628; number 89, N, carries -0.424; number 90, C, carries -0.682; number 91, C, carries -0.623; number 92, O, carries -0.176; number 93, C, carries -0.616; number 94, H, carries -0.235; number 95, H, carries 0.494; number 96, H, carries 0.435; number 97, H, carries 0.409; number 98, H, carries 0.377; number 99, H, carries 0.367